[1]
# C17H50N2O9

A cluster of 7 separate species, C17H50N2O9 in total in a non-equilibrium geometry (the ωB97M-V functional and the def2-TZVPD basis, OMol25).

Kohn-Sham gap: 9.3 eV
E_tot: -1464.20839 Ha
Energy above the lowest of the compared OMol25 structures with the same formula, charge and spin: 0.0000 eV
HOMO energy: -8.695 eV
Net charge: 0
SMILES: COCCNCCOC.COCCNCCOC.CO.CO.CO.CO.CO

XYZ file:
```
78
Properties=species:S:1:pos:R:3:mulliken_charge:R:1
C -3.343 4.880 -3.720 -0.72
O -3.652 3.941 -2.725 -0.36
C -2.563 3.092 -2.405 -0.27
C -2.939 2.274 -1.169 -0.16
N -3.771 1.089 -1.387 -0.16
C -3.054 0.021 -2.091 -0.19
C -3.893 -1.255 -2.149 -0.84
O -3.943 -1.914 -0.899 -0.35
C -4.964 -1.537 -0.008 -0.71
H -4.183 5.554 -3.861 0.26
H -3.087 4.410 -4.678 0.28
H -2.462 5.467 -3.426 0.28
H -1.687 3.706 -2.169 0.28
H -2.348 2.432 -3.252 0.28
H -3.387 2.921 -0.411 0.38
H -2.008 1.994 -0.663 -0.36
H -4.537 1.401 -1.979 0.33
H -2.126 -0.132 -1.538 0.14
H -2.800 0.298 -3.124 0.33
H -3.458 -1.959 -2.859 0.36
H -4.906 -1.002 -2.482 0.40
H -5.093 -2.338 0.726 0.25
H -5.923 -1.357 -0.497 0.31
H -4.681 -0.674 0.599 0.18
C 6.576 -0.678 -0.612 -0.90
O 5.372 -0.062 -0.219 -0.26
C 5.413 0.518 1.073 -0.65
C 4.001 0.698 1.610 -0.86
N 3.149 -0.495 1.465 0.32
C 3.589 -1.599 2.342 -0.88
C 2.509 -2.617 2.539 -0.45
O 2.286 -3.228 1.287 -0.33
C 1.134 -4.035 1.241 -0.93
H 6.650 -1.690 -0.203 0.29
H 7.445 -0.052 -0.395 0.39
H 6.572 -0.814 -1.696 0.27
H 5.950 1.471 1.043 0.45
H 5.955 -0.148 1.754 0.48
H 3.493 1.548 1.149 0.05
H 4.073 0.940 2.673 0.55
H 3.298 -0.810 0.510 0.05
H 3.811 -1.125 3.305 0.54
H 4.538 -2.031 2.010 0.28
H 1.592 -2.204 2.971 0.17
H 2.873 -3.368 3.259 0.42
H 1.302 -4.991 1.755 0.30
H 0.911 -4.219 0.193 0.31
H 0.266 -3.557 1.705 0.37
C -0.409 -0.799 1.040 -0.10
O 0.348 0.389 0.850 -0.34
H -0.632 -0.960 2.098 0.14
H -1.339 -0.748 0.482 -0.21
H 0.210 -1.648 0.734 0.19
H 1.204 0.288 1.295 0.18
C -2.397 1.001 3.309 -0.19
O -3.302 1.032 4.410 -0.56
H -2.928 0.813 2.381 0.02
H -1.818 1.922 3.198 0.21
H -1.677 0.206 3.521 0.23
H -2.815 1.347 5.175 0.31
C 2.625 0.675 -2.067 -0.28
O 3.940 0.636 -2.570 -0.66
H 2.395 -0.208 -1.459 0.04
H 2.477 1.545 -1.416 0.08
H 1.921 0.719 -2.894 0.33
H 4.553 0.415 -1.855 0.52
C 0.603 3.598 -0.139 -0.77
O 0.005 2.568 -0.894 -0.30
H 1.683 3.623 -0.333 0.25
H 0.182 4.551 -0.458 0.32
H 0.447 3.503 0.940 0.25
H 0.109 1.737 -0.402 0.26
C -2.198 -4.528 0.162 -0.75
O -1.688 -3.220 -0.041 -0.32
H -3.062 -4.487 0.834 0.27
H -2.551 -4.950 -0.783 0.27
H -1.425 -5.156 0.597 0.27
H -2.409 -2.624 -0.304 0.39
```

[2]
# C17H50N3O10S

A cluster of 7 separate species, C17H50N3O10S in total in a non-equilibrium geometry (the ωB97M-V functional and the def2-TZVPD basis, OMol25).

Kohn-Sham gap: 2.9 eV
E_tot: -1991.68269 Ha
Energy above the lowest of the compared OMol25 structures with the same formula, charge and spin: 11.9613 eV
HOMO energy: -8.201 eV
Net charge: +1

XYZ file:
```
81
Properties=species:S:1:pos:R:3:mulliken_charge:R:1
O 8.586 -18.060 -2.556 -0.57
H 8.664 -18.765 -3.203 0.49
H 8.409 -17.228 -3.002 0.47
H 7.857 -18.202 -1.948 0.48
O 3.807 -15.088 -4.409 -0.57
H 3.557 -15.602 -5.180 0.46
H 3.493 -15.584 -3.649 0.47
H 4.761 -14.984 -4.402 0.48
O 3.736 -20.982 -6.736 -0.49
H 3.908 -20.138 -7.159 0.48
H 3.630 -20.810 -5.797 0.48
H 4.465 -21.596 -6.849 0.46
S 3.176 -18.912 -1.202 1.07
O 2.430 -19.713 -0.293 -0.65
O 2.618 -17.590 -1.319 -0.65
O 4.571 -18.716 -0.856 -0.66
O 3.195 -19.569 -2.535 -0.75
C 7.600 -14.038 1.974 -1.30
C 7.938 -15.177 2.970 0.46
C 8.866 -14.722 4.252 -0.81
O 9.358 -15.830 5.073 -0.31
C 9.712 -15.448 6.372 -0.69
N 6.784 -15.860 3.486 -0.77
H 7.513 -13.139 2.584 0.30
H 6.588 -14.100 1.576 0.41
H 8.371 -13.812 1.237 0.32
H 8.515 -15.880 2.370 0.30
H 8.126 -14.161 4.823 0.36
H 9.600 -14.010 3.872 0.36
H 10.707 -15.018 6.253 0.30
H 9.856 -16.410 6.863 0.24
H 8.997 -14.831 6.917 0.31
H 7.215 -16.552 4.083 0.29
H 6.512 -16.400 2.677 0.25
C -0.839 -25.794 3.679 -1.45
C -0.691 -24.295 3.502 0.72
C -0.497 -23.562 4.769 -0.83
O -1.521 -23.877 5.828 -0.34
C -1.293 -23.215 7.092 -0.77
N 0.436 -24.017 2.663 -0.82
H 0.099 -26.163 4.094 0.35
H -0.965 -26.354 2.752 0.40
H -1.734 -26.093 4.225 0.31
H -1.459 -23.833 2.881 0.24
H -0.704 -22.512 4.565 0.35
H 0.527 -23.549 5.142 0.43
H -1.728 -22.219 7.017 0.29
H -0.284 -22.997 7.442 0.31
H -1.714 -23.755 7.941 0.27
H 0.535 -23.046 2.401 0.28
H 0.195 -24.387 1.755 0.25
C -6.313 -20.027 -3.730 -1.67
C -4.876 -20.203 -4.233 1.38
C -4.911 -20.498 -5.803 -0.99
C -5.356 -19.220 -6.604 -0.82
C -4.599 -17.897 -6.120 -1.27
C -4.390 -17.662 -4.581 1.33
N -4.197 -18.935 -3.947 0.39
O -3.758 -18.779 -2.607 -0.46
C -3.125 -16.830 -4.399 -1.85
C -5.580 -16.734 -3.989 -1.59
C -4.091 -21.459 -3.691 -1.96
H -6.816 -20.919 -3.357 0.42
H -6.392 -19.430 -2.821 0.32
H -6.994 -19.611 -4.471 0.27
H -3.919 -20.775 -6.160 0.41
H -5.615 -21.282 -6.083 0.36
H -5.122 -19.309 -7.665 0.43
H -6.442 -19.133 -6.591 0.34
H -4.967 -17.027 -6.663 0.46
H -3.656 -18.039 -6.648 0.46
H -2.803 -16.680 -3.368 0.41
H -3.163 -15.904 -4.972 0.39
H -2.248 -17.468 -4.513 0.48
H -5.401 -15.677 -4.185 0.43
H -5.906 -16.899 -2.962 0.26
H -6.426 -16.784 -4.674 0.41
H -4.101 -21.565 -2.607 0.50
H -4.651 -22.380 -3.854 0.44
H -3.031 -21.534 -3.934 0.40
H -2.933 -19.270 -2.593 0.34
```

[3]
# C17H50N4O9

A cluster of 7 separate species, C17H50N4O9 in total in a non-equilibrium geometry (the ωB97M-V functional and the def2-TZVPD basis, OMol25).

Kohn-Sham gap: 9.2 eV
E_tot: -1573.75126 Ha
HOMO energy: -8.670 eV
Net charge: 0
SMILES: COCCNCCOC.COCCNCCOC.NC(N)=O.CO.CO.CO.CO

XYZ file:
```
80
Properties=species:S:1:pos:R:3:mulliken_charge:R:1
C 32.935 -3.330 24.340 -0.59
O 33.491 -3.982 25.460 -0.24
C 33.339 -5.385 25.398 -0.76
C 33.490 -5.958 26.805 -0.51
N 32.251 -5.758 27.521 -0.21
C 32.344 -5.935 28.974 -0.88
C 32.690 -7.368 29.391 -0.39
O 31.561 -8.187 29.579 -0.38
C 30.852 -8.544 28.400 -0.65
H 31.842 -3.394 24.312 0.34
H 33.380 -3.714 23.414 0.29
H 33.198 -2.272 24.401 0.10
H 34.116 -5.833 24.765 0.32
H 32.352 -5.636 25.000 0.46
H 34.326 -5.401 27.263 0.30
H 33.757 -7.012 26.726 0.32
H 31.919 -4.817 27.347 0.20
H 31.392 -5.739 29.474 0.40
H 33.045 -5.190 29.378 0.52
H 33.120 -7.349 30.396 0.31
H 33.428 -7.808 28.711 0.32
H 30.423 -7.638 27.961 0.27
H 29.959 -9.073 28.737 0.26
H 31.463 -9.149 27.734 0.26
C 40.431 -0.605 14.124 -0.74
O 39.138 -0.133 14.444 -0.34
C 38.385 -1.098 15.130 -0.33
C 36.942 -0.631 15.236 -0.91
N 36.092 -1.646 15.843 -0.11
C 34.685 -1.257 15.990 -1.00
C 33.969 -2.188 16.945 0.23
O 34.115 -3.534 16.580 -0.46
C 33.901 -4.373 17.698 -0.54
H 40.383 -1.322 13.297 0.29
H 40.885 -1.164 14.951 0.31
H 41.036 0.271 13.913 0.26
H 38.771 -1.266 16.143 0.32
H 38.395 -2.037 14.561 0.32
H 36.590 -0.422 14.213 0.38
H 36.892 0.341 15.734 0.37
H 36.188 -2.520 15.349 0.31
H 34.262 -1.426 14.989 0.45
H 34.538 -0.231 16.314 0.33
H 32.897 -1.936 16.973 0.48
H 34.290 -1.967 17.973 -0.19
H 34.753 -4.318 18.376 0.06
H 33.767 -5.407 17.379 0.34
H 32.963 -4.115 18.197 0.30
C 37.128 -1.490 19.355 0.41
O 37.303 -1.351 20.574 -0.69
N 36.776 -0.436 18.569 -0.04
N 37.324 -2.660 18.709 -0.26
H 36.638 -0.531 17.574 -0.02
H 36.638 0.429 19.058 0.06
H 37.682 -3.430 19.241 0.28
H 37.075 -2.733 17.732 0.11
C 35.025 1.923 21.248 -0.41
O 34.555 2.907 22.207 -0.55
H 35.916 2.255 20.718 0.31
H 35.256 0.994 21.775 0.20
H 34.124 1.762 20.662 0.16
H 35.354 3.299 22.576 0.30
C 35.612 -0.551 25.511 -0.49
O 35.245 -0.050 24.240 -0.41
H 35.338 0.185 26.277 0.31
H 35.113 -1.501 25.750 0.05
H 36.683 -0.743 25.544 0.22
H 34.368 0.337 24.270 0.27
C 33.796 -1.069 20.804 -0.37
O 33.204 -2.280 20.385 -0.59
H 33.055 -0.269 20.824 0.43
H 34.096 -1.157 21.852 0.29
H 34.593 -0.758 20.125 -0.04
H 33.766 -3.054 20.520 0.32
C 35.796 -3.926 21.261 0.06
O 34.540 -4.618 21.101 -0.69
H 36.549 -4.541 21.752 0.64
H 36.133 -3.583 20.282 -0.58
H 35.616 -3.076 21.921 0.18
H 34.636 -5.555 21.274 0.33
```

> Which of these has the highest net charge?

C17H50N3O10S

> Look up the E_tot of the first one.

-1464.20839 Ha